Record 1
Entry from the OMol25 dataset: an isolated molecule of C29H40N4O5S (ωB97M-V/def2-TZVPD).

Output
* E_HOMO: -8.53 eV
* LUMO energy: 0.5 eV
* net charge: 0
* SMILES: CC1CCN(S(=O)(=O)c2ccc3c(c2)N(CC(=O)NCCCN(Cc2ccccc2)C(C)C)C(=O)CO3)CC1
* molar mass: 556.73 g/mol
* calculated total energy: -57756.5478 eV
* F_max: 0.0210 hartree/bohr

Geometry as XYZ:
```
79
Properties=species:S:1:pos:R:3:forces:R:3:lowdin_charge:R:1
C 4.58660 0.33062 3.33833 0.0 -0.3 -0.1 -0.0674
C 4.39860 -0.94430 2.52145 0.0 0.4 -0.1 -0.3824
C 2.98201 -1.02318 1.94678 0.2 -0.3 0.1 -0.1444
C 2.81993 -2.29035 1.10393 -0.6 0.3 0.3 -0.1795
N 3.82429 -2.40052 0.07636 -0.2 0.1 -1.0 -0.2325
S 3.45075 -1.87674 -1.45274 0.1 -0.2 0.3 0.6833
O 4.53139 -2.27459 -2.30295 0.2 0.3 0.1 -0.2727
O 2.12673 -2.35643 -1.72750 -0.1 0.3 0.1 -0.2940
C 3.39462 -0.08569 -1.39184 0.0 -0.7 -0.1 -0.2610
C 4.55531 0.63896 -1.57013 0.0 0.0 -0.1 -0.0690
C 4.51243 2.01620 -1.43739 -0.2 0.0 0.1 0.0273
C 3.32119 2.64789 -1.10589 0.0 -0.3 -0.1 -0.1855
C 2.14515 1.90329 -0.90669 0.5 0.0 -0.1 -0.1033
C 2.19557 0.52480 -1.07814 -0.1 0.2 -0.1 0.0064
N 1.00148 2.56404 -0.45636 -0.2 -0.2 0.2 0.0264
C -0.20080 1.82572 -0.14516 0.0 0.2 -0.2 -0.0348
C -0.93163 1.46247 -1.45634 0.0 -0.1 0.5 -0.4702
O -0.52821 1.85291 -2.53184 0.2 0.2 -0.3 0.0821
N -2.01676 0.71118 -1.25822 0.0 0.0 0.0 0.0685
C -2.96101 0.36780 -2.29623 -0.1 0.1 -0.2 -0.1491
C -4.35979 0.81219 -1.87213 0.1 -0.2 0.1 -0.1426
C -4.90623 0.01189 -0.67878 -0.1 0.3 -0.3 -0.1646
N -4.01551 -0.02301 0.48261 0.1 -0.2 0.2 -0.1654
C -3.81977 -1.38144 0.99878 -0.1 0.0 0.0 -0.1438
C -3.06710 -2.24163 0.01671 -0.1 -0.1 0.1 -0.2282
C -1.69268 -2.09781 -0.13979 -0.1 -0.1 0.0 -0.0515
C -1.00482 -2.83816 -1.08469 0.1 0.0 0.0 -0.0610
C -1.68786 -3.74982 -1.87393 0.0 0.0 -0.1 -0.0744
C -3.04890 -3.92876 -1.70354 0.0 -0.1 -0.1 -0.0808
C -3.73373 -3.17708 -0.76377 0.0 0.0 0.1 -0.0611
C -4.30955 0.93827 1.54866 -0.2 0.3 0.2 -0.4157
C -4.28906 2.37562 1.03153 0.1 -0.3 0.2 -0.0476
C -5.62073 0.67885 2.30521 0.3 -0.1 -0.1 -0.0509
C 0.90416 3.92385 -0.49909 0.3 0.2 0.1 -0.3953
O -0.05488 4.52758 -0.07188 -0.1 0.2 -0.2 0.0947
C 2.08396 4.62672 -1.14944 -0.4 0.4 -0.2 -0.0538
O 3.33156 3.99870 -0.94631 0.1 -0.3 0.2 0.0027
C 5.18489 -2.27296 0.53581 0.7 0.3 -0.1 -0.1818
C 5.40551 -1.00951 1.37047 -0.1 -0.3 0.2 -0.1425
H 4.43557 1.20772 2.71213 0.0 0.1 -0.1 0.0793
H 3.87514 0.36775 4.16007 -0.1 0.1 0.1 0.0765
H 5.59124 0.37413 3.75185 0.1 0.1 0.1 0.0770
H 4.55763 -1.81018 3.17472 0.0 -0.1 0.0 0.1425
H 2.24887 -1.03385 2.75574 -0.1 0.0 0.0 0.1209
H 2.79923 -0.14129 1.32878 0.0 0.0 0.1 0.1018
H 1.85255 -2.31982 0.60237 -0.1 -0.1 0.2 0.1028
H 2.90056 -3.17208 1.75120 0.0 0.0 -0.1 0.1334
H 5.46411 0.12465 -1.83629 0.2 0.0 0.0 0.1193
H 5.39141 2.62391 -1.57894 0.1 0.1 0.0 0.1261
H 1.31932 -0.09556 -0.99836 -0.2 0.0 0.1 0.1140
H 0.03264 0.94052 0.44774 0.0 0.0 0.0 0.1238
H -0.83893 2.49736 0.43702 0.1 -0.2 0.0 0.1253
H -2.37384 0.48130 -0.33095 0.2 0.2 0.0 0.0962
H -2.94010 -0.71447 -2.46355 0.0 0.0 -0.1 0.1187
H -2.65004 0.87304 -3.21339 0.0 -0.1 0.1 0.1235
H -5.04724 0.66874 -2.70761 -0.1 0.0 0.0 0.1153
H -4.33017 1.87664 -1.64287 0.0 0.1 0.0 0.1012
H -5.89054 0.41625 -0.41327 0.0 -0.1 0.0 0.1149
H -5.05884 -1.01341 -1.02017 -0.1 0.1 0.0 0.1079
H -4.77814 -1.86587 1.24224 0.1 0.0 0.1 0.1237
H -3.23810 -1.30003 1.92192 -0.1 0.0 0.0 0.1289
H -1.15940 -1.40150 0.49295 0.1 0.1 0.1 0.1050
H 0.05804 -2.71105 -1.22334 0.1 0.0 0.0 0.0678
H -1.15081 -4.32307 -2.61367 0.1 -0.1 -0.1 0.1064
H -3.58259 -4.65115 -2.30389 0.0 -0.1 -0.1 0.1024
H -4.79685 -3.32900 -0.63135 -0.1 0.0 0.0 0.1108
H -3.48463 0.83273 2.26756 -0.1 0.0 -0.1 0.1372
H -4.30419 3.06043 1.87600 0.0 0.1 0.1 0.0838
H -3.39163 2.57088 0.45122 0.1 0.1 -0.1 0.0658
H -5.16055 2.58281 0.41660 -0.1 0.1 -0.1 0.0796
H -5.73576 1.41836 3.09302 -0.1 0.1 0.1 0.0800
H -6.47884 0.75559 1.64157 -0.1 0.0 0.0 0.0728
H -5.62156 -0.30771 2.76196 -0.1 -0.1 0.1 0.0690
H 1.86134 4.68977 -2.22695 0.0 0.0 0.1 0.1525
H 2.17192 5.63816 -0.74830 -0.1 -0.2 0.0 0.1422
H 5.81518 -2.28187 -0.35334 0.2 -0.1 0.2 0.1129
H 5.42067 -3.15763 1.13964 0.0 0.0 -0.1 0.1319
H 5.28648 -0.12500 0.74147 0.0 0.0 0.0 0.1007
H 6.42380 -1.01380 1.76261 0.1 0.0 0.0 0.1217
```
Forces are in eV/Å.

Record 2
Entry from the OMol25 dataset: a structure of composition C29H41AgN4O5P (ωB97M-V/def2-TZVPD).

Output
* E_HOMO: -4.51 eV
* LUMO energy: 2.1 eV
* net charge: -1
* molar mass: 664.51 g/mol
* calculated total energy: -60229.2832 eV
* F_max: 0.0092 hartree/bohr

Geometry as XYZ:
```
81
Properties=species:S:1:pos:R:3:forces:R:3:lowdin_charge:R:1
Ag 1.65634 0.60634 -0.58356 0.4 -0.1 -0.1 0.7319
O 2.71725 3.75702 2.31069 0.0 -0.1 0.0 -0.0544
C 2.21275 2.91320 1.53740 -0.1 0.0 0.1 -0.5386
N 2.46733 1.62147 1.43134 0.0 0.1 -0.1 -0.0197
C 3.47442 1.15478 2.34880 0.0 -0.1 0.0 -0.2139
C 4.45420 0.18109 1.74025 0.0 0.0 0.1 -0.2924
C 4.95850 -0.87447 2.51018 0.0 0.0 0.0 -0.0546
C 5.81758 -1.79054 1.93393 0.0 0.0 0.0 -0.1031
C 6.14973 -1.64126 0.59436 0.0 0.0 0.0 -0.0936
C 5.62563 -0.55051 -0.08256 0.0 0.0 0.0 -0.1488
N 4.81139 0.34562 0.46814 0.0 0.0 0.0 0.1171
C 1.08790 3.40893 0.64473 0.0 0.1 0.0 -0.1943
C 0.28940 4.45437 1.10111 0.0 0.0 0.0 -0.0133
C -0.78094 4.86341 0.33122 0.0 0.0 0.0 -0.0838
C -1.01798 4.23456 -0.88357 0.0 0.0 0.0 -0.0774
C -0.15623 3.22792 -1.27338 0.1 0.0 0.0 -0.1469
N 0.87722 2.82676 -0.53230 -0.2 -0.1 0.0 0.0497
H 3.00730 0.63829 3.20216 0.0 0.1 0.0 0.1089
H 4.03601 1.99466 2.77808 0.0 0.0 0.0 0.1153
H 4.65923 -0.96322 3.54835 0.0 0.0 0.0 0.1044
H 6.21217 -2.61715 2.51407 0.0 0.0 0.0 0.0975
H 6.79612 -2.34446 0.08591 0.0 0.0 0.0 0.0941
H 5.86593 -0.39060 -1.12920 0.0 0.0 0.0 0.1071
H 0.53355 4.90690 2.05151 0.0 0.0 0.0 0.1093
H -1.43464 5.65593 0.67716 0.0 0.0 0.0 0.0992
H -1.85819 4.50202 -1.51053 0.0 0.0 0.0 0.0992
H -0.29554 2.70702 -2.21332 0.0 0.0 0.0 0.1021
C -4.30935 3.19895 1.09582 0.0 0.0 0.0 -0.0342
C -3.80625 1.83218 1.54260 0.1 0.0 -0.1 -0.6384
C -4.96370 0.83988 1.58521 0.0 0.0 0.0 -0.0409
C -3.11820 1.93851 2.89835 0.0 0.0 0.0 -0.0333
O -2.83396 1.46817 0.54680 0.0 0.1 0.0 -0.1788
P -2.21380 -0.02113 0.35354 0.1 0.0 0.1 0.2611
O -2.21227 -0.76713 1.64287 0.0 0.0 0.0 -0.3018
O -0.96283 0.15889 -0.44118 -0.2 0.1 0.0 -0.3490
O -3.33911 -0.74375 -0.57670 -0.1 0.0 -0.1 -0.1787
C -3.41615 -0.60534 -2.00742 0.0 0.0 0.1 -0.6377
C -2.33008 -1.45444 -2.66050 0.0 0.0 0.0 -0.0355
C -4.79584 -1.14589 -2.36090 0.0 0.0 0.0 -0.0431
C -3.30409 0.85256 -2.44484 0.0 0.0 -0.1 -0.0362
H -5.05124 3.58457 1.79968 0.0 0.0 0.0 0.0818
H -4.76741 3.12579 0.10723 0.0 0.0 0.0 0.0799
H -3.47693 3.90075 1.04029 0.0 0.0 0.0 0.0653
H -5.70856 1.18212 2.30905 0.0 0.0 0.0 0.0819
H -4.61068 -0.14855 1.87612 0.0 0.0 0.0 0.0737
H -5.43658 0.76617 0.60385 0.0 0.0 0.0 0.0774
H -3.82035 2.31116 3.64976 0.0 0.0 0.0 0.0806
H -2.27740 2.63185 2.82820 0.0 0.0 0.0 0.0840
H -2.74202 0.96216 3.20006 0.0 0.0 0.0 0.0696
H -2.39983 -2.47961 -2.28893 0.0 0.0 0.0 0.0852
H -1.34323 -1.06393 -2.41722 0.0 0.0 0.0 0.0596
H -2.45824 -1.47082 -3.74663 0.0 0.0 0.0 0.0823
H -4.88389 -2.18649 -2.04362 0.0 0.0 0.0 0.0822
H -4.96571 -1.09130 -3.43889 0.0 0.0 0.0 0.0804
H -5.56717 -0.56441 -1.85243 0.0 0.0 0.0 0.0771
H -2.34661 1.27293 -2.14053 0.0 0.0 0.0 0.0574
H -4.10503 1.44919 -2.00384 0.0 0.0 0.0 0.0796
H -3.38529 0.90664 -3.53410 0.0 0.0 0.0 0.0848
C 0.66077 -1.62411 1.36356 0.2 -0.1 0.0 -0.0286
N 1.59429 -2.78030 1.15916 0.0 0.0 -0.1 -0.1627
C 0.82753 -3.97263 0.72501 0.1 0.1 0.0 -0.0014
C 2.77699 -2.46962 0.23475 -0.1 -0.1 0.1 -0.1133
C 2.42459 -2.40850 -1.21898 0.0 -0.1 0.0 -0.3013
C 2.58760 -3.57305 -1.98066 0.0 0.0 0.0 -0.0955
C 2.28221 -3.57645 -3.32881 0.0 0.0 0.0 -0.1212
C 1.81176 -2.39780 -3.90210 0.0 0.0 0.0 -0.1184
C 1.66918 -1.25189 -3.13333 0.0 0.0 0.0 -0.1548
C 1.97984 -1.19035 -1.76008 -0.1 0.1 0.0 -0.1662
H -0.12804 -1.92020 2.05050 0.0 0.0 0.0 0.0850
H 0.22531 -1.35245 0.40502 0.0 0.0 0.0 0.0445
H 1.22744 -0.77648 1.74680 0.0 0.0 0.0 0.0822
H 2.01293 -2.99071 2.06172 0.0 0.0 0.0 0.1663
H 0.38086 -3.74650 -0.23848 0.0 0.0 0.0 0.1076
H 0.05085 -4.16690 1.46057 0.0 0.0 0.0 0.1016
H 1.49951 -4.82334 0.63014 0.0 0.0 0.0 0.0964
H 3.50806 -3.25250 0.45005 0.0 0.0 0.0 0.1215
H 3.15099 -1.50745 0.57490 0.0 0.0 0.0 0.0739
H 2.96818 -4.48001 -1.51500 0.0 0.0 0.0 0.0962
H 2.41131 -4.47313 -3.92320 0.0 0.0 0.0 0.0867
H 1.56314 -2.37582 -4.95839 0.0 0.0 0.0 0.0888
H 1.30000 -0.35761 -3.62586 0.0 0.0 0.0 0.0750
```
Forces are in eV/Å.

Record 3
Entry from the OMol25 dataset: a structure of composition C29H41As3F6N7O5RbS2 (ωB97M-V/def2-TZVPD).

Output
* E_HOMO (alpha / beta): 0.57 / -1.98 eV
* LUMO energy (alpha / beta): 3.5 / 3.5 eV
* net charge: -2
* molar mass: 1056.05 g/mol
* calculated total energy: -272549.4952 eV
* F_max: 0.0285 hartree/bohr

Geometry as XYZ:
```
94
Properties=species:S:1:pos:R:3:forces:R:3:lowdin_charge:R:1
Rb 1.11378 -0.42825 -0.13564 0.0 0.2 -0.3 0.7892
N 4.37674 -1.96915 -3.46277 0.0 -0.1 -0.2 0.1040
C 3.68107 -3.14987 -3.60842 0.1 0.0 -0.1 -0.0906
C 2.62257 -3.05225 -2.75949 -0.1 0.0 0.0 -0.1202
N 2.64841 -1.85735 -2.09870 0.2 -0.3 -0.5 0.0653
C 3.70447 -1.22926 -2.54173 0.1 0.5 0.3 -0.3082
C 4.11499 0.10414 -2.08003 -0.2 -0.5 -0.1 -0.2975
N 3.45230 0.81423 -1.20747 0.3 0.2 -0.2 0.0626
C 4.13259 1.98888 -1.08274 0.1 0.0 0.1 -0.1224
C 5.22629 1.99951 -1.89558 0.1 -0.1 -0.1 -0.0975
N 5.20908 0.77488 -2.53796 0.1 0.1 0.0 0.1020
H 5.22644 -1.72747 -3.93677 0.0 0.0 0.0 0.1376
H 4.01009 -3.92815 -4.27345 0.0 0.0 0.0 0.0963
H 1.84750 -3.77533 -2.56854 0.0 0.0 0.0 0.1092
H 3.79884 2.74912 -0.39741 0.0 0.0 0.0 0.0926
H 6.00048 2.72556 -2.06930 0.0 0.0 0.0 0.0908
H 5.88303 0.44982 -3.20586 0.0 0.0 0.0 0.1367
C 1.02494 4.14960 -0.29877 0.0 0.0 0.0 -0.3324
As -0.21256 2.64887 -0.03440 -0.4 -0.2 0.1 1.1121
C -1.72444 3.55427 -0.93676 0.1 0.0 0.0 -0.3423
C -0.57928 3.19369 1.82799 0.2 0.4 0.1 -0.3780
C -1.68091 2.68519 2.77116 -0.1 0.1 0.0 -0.6692
C -1.63461 3.64637 3.97921 -0.1 -0.1 -0.1 -0.1118
C -1.41574 1.29489 3.33928 0.2 -0.3 0.2 -0.3588
As -1.21139 -0.33129 2.21592 -0.6 0.4 -0.1 1.1176
C -3.16255 -0.77247 2.17511 0.1 -0.6 -0.1 -0.3324
C -0.86153 -1.52250 3.72495 0.2 0.1 0.0 -0.3069
C -3.03880 2.79837 2.06259 0.0 0.1 0.0 -0.3823
As -4.69238 3.04432 3.09950 -0.1 0.1 0.1 1.1047
C -5.82562 3.19444 1.49669 0.0 0.0 0.1 -0.3570
C -5.26915 1.23130 3.57527 -0.1 0.0 -0.1 -0.3625
H 0.56434 5.09410 -0.00613 0.0 0.0 0.0 0.0135
H 1.30323 4.18632 -1.35048 0.1 0.0 -0.1 0.0160
H 1.91702 3.98016 0.29976 0.1 0.0 0.0 0.0079
H -1.90208 4.55693 -0.54201 0.0 0.1 0.0 0.0121
H -2.63253 2.96223 -0.84437 0.0 0.0 0.0 0.0012
H -1.47211 3.62306 -1.99413 0.0 0.0 -0.1 0.0116
H -0.72485 4.27910 1.75412 0.1 0.1 0.0 0.0621
H 0.38960 3.01824 2.30401 0.0 -0.1 0.0 0.0675
H -0.63199 3.64066 4.40536 0.1 0.0 0.0 0.0831
H -2.33688 3.34852 4.76012 0.0 0.0 0.0 0.0504
H -1.87805 4.66783 3.68049 0.0 0.1 0.0 0.0734
H -2.17818 1.07775 4.09854 0.0 0.0 0.0 0.0618
H -0.45096 1.33235 3.85287 0.0 0.0 0.0 0.0741
H -3.58918 -0.74347 3.17962 0.1 -0.1 -0.1 -0.0058
H -3.30012 -1.78871 1.75950 0.1 0.4 0.2 0.0155
H -3.70621 -0.08408 1.52920 0.1 0.0 -0.1 -0.0031
H -1.60794 -1.38826 4.50805 -0.1 0.0 0.1 0.0134
H 0.13725 -1.32508 4.10856 0.1 0.0 0.0 0.0286
H -0.88515 -2.54435 3.35311 0.0 -0.1 0.0 0.0144
H -3.16548 1.99158 1.33889 0.0 0.0 0.0 0.0608
H -3.04278 3.73425 1.49489 0.1 0.0 -0.1 0.0527
H -5.59839 4.11801 0.96926 0.0 0.1 0.0 0.0083
H -6.87283 3.21209 1.79297 -0.1 0.0 0.0 0.0041
H -5.65575 2.35321 0.82631 0.0 -0.1 0.0 0.0220
H -4.62660 0.81702 4.34867 0.0 0.0 0.0 0.0042
H -5.25746 0.56512 2.71483 -0.1 0.1 0.1 -0.0020
H -6.28242 1.30618 3.96713 -0.1 0.0 0.0 0.0053
C -3.02269 -2.99836 -1.23029 0.2 0.2 -0.2 -0.1148
C -3.30414 -2.78069 -2.59782 -0.1 -0.2 0.4 -0.1398
C -2.48503 -1.99038 -3.34472 0.4 0.2 0.1 -0.0621
C -1.32563 -1.36491 -2.75128 -1.0 -0.8 0.6 -0.2464
N -1.07270 -1.57920 -1.41044 -0.4 0.0 -0.7 0.0114
C -1.88833 -2.35628 -0.72899 -0.1 -0.3 0.3 -0.2246
C -0.46745 -0.54552 -3.49321 0.6 0.6 -0.8 -0.2425
C -0.70966 -0.30723 -4.89902 -0.1 -0.2 0.5 -0.0643
C 0.11633 0.48427 -5.62503 0.5 0.4 -0.1 -0.1464
C 1.22579 1.08902 -4.98743 -0.2 -0.2 0.0 -0.1205
C 1.38723 0.81796 -3.62692 0.1 0.2 -0.3 -0.2123
N 0.62192 0.05003 -2.87709 -0.7 0.1 -0.8 0.0166
H -3.64148 -3.62308 -0.60084 0.0 0.0 0.0 0.0697
H -4.17038 -3.24422 -3.06101 0.0 0.0 0.0 0.0818
H -2.71653 -1.84200 -4.38755 0.0 0.0 0.0 0.0691
H -1.61152 -2.49023 0.32389 -0.1 0.0 -0.3 0.0602
H -1.55578 -0.76104 -5.39056 0.0 0.0 0.0 0.0705
H -0.08091 0.65092 -6.68004 0.0 0.0 0.0 0.0806
H 1.91451 1.73845 -5.51292 0.0 0.0 0.0 0.0621
H 2.22405 1.27497 -3.11167 0.0 0.1 0.0 0.0764
F 1.81339 -6.40035 1.20407 -0.2 0.0 -0.1 0.1165
C 1.00826 -5.35582 0.96228 0.3 0.4 0.0 -0.6604
F 0.60310 -5.41234 -0.30973 0.0 -0.1 0.2 0.1264
F -0.06597 -5.45929 1.76272 0.1 -0.2 -0.2 0.1133
S 1.82987 -3.74507 1.35370 0.4 -0.6 -0.1 0.5553
O 0.83640 -2.77216 1.03760 -0.5 -0.2 0.0 -0.4261
O 2.21480 -3.88231 2.72448 0.0 -0.1 0.6 -0.2721
N 3.05227 -3.85971 0.35285 0.1 0.3 0.2 -0.2775
S 4.13958 -2.69791 0.39288 0.1 -1.2 0.9 0.5676
O 3.58201 -1.39978 0.48590 0.5 0.4 0.4 -0.3810
O 5.18272 -2.98310 -0.54346 0.2 -0.2 -0.7 -0.2896
C 5.08517 -2.96604 2.01252 -0.2 0.3 -0.5 -0.6423
F 4.59696 -2.24233 3.01121 0.1 -0.2 0.0 0.1389
F 5.11137 -4.25943 2.36046 0.1 0.1 0.1 0.1106
F 6.36702 -2.58037 1.80442 -0.2 0.0 0.2 0.0884
O 1.92734 0.49866 1.93595 -0.2 0.9 1.1 -0.7960
```
Forces are in eV/Å.